(1)
The following is a quantum chemistry calculation of the ion C6H8N4 with charge +2 in a non-equilibrium geometry, from the Open Molecules 2025 dataset.

Output
SMILES = C/[NH+]=C/C=C\C#CN[N+]#N
Energy above the lowest of the compared OMol25 structures with the same formula, charge and spin = 280.3 kJ/mol
Total charge = +2
Orbital gap = 8.43 eV
LUMO = -0.3540 Ha
E_tot = -451.58297 a.u.

Structure (XYZ):
```
18
Properties=species:S:1:pos:R:3:lowdin_charge:R:1
N 0.249 -0.394 -0.152 0.02
C -3.056 0.515 0.637 0.01
C -2.201 1.359 0.437 0.06
C 0.860 0.739 0.176 0.05
H -1.471 3.274 0.214 0.13
H -0.779 -0.323 0.009 0.14
N -5.213 -0.919 -1.266 0.47
H 0.399 -2.503 -0.268 0.15
H 1.965 0.819 0.211 0.17
C 0.212 1.996 0.373 0.01
H 1.885 -1.421 -0.716 0.15
C 0.746 -1.534 -0.779 -0.01
H 0.332 -1.537 -1.710 0.08
N -4.735 -0.498 -0.371 0.02
H -4.635 -0.413 1.725 0.30
C -1.115 2.298 0.381 0.01
H 0.914 2.827 0.393 0.14
N -4.192 -0.231 0.720 0.10
```

(2)
The following is a quantum chemistry calculation of a cluster of 2 separate species, C2H2F2O in total in a non-equilibrium geometry, from the Open Molecules 2025 dataset.

Output
Energy above the lowest of the compared OMol25 structures with the same formula, charge and spin = 335.7 kJ/mol
Orbital gap (spin up / spin down) = 10.66 / 10.66 eV
LUMO (spin up / spin down) = -0.0172 / -0.0172 Ha
E_tot = -352.22490 a.u.

Structure (XYZ):
```
7
Properties=species:S:1:pos:R:3:lowdin_charge:R:1
H -0.738 1.273 0.634 0.16
F 1.232 -1.384 -0.290 0.21
C -0.147 0.845 -0.237 0.05
F -0.229 -1.279 1.827 -0.39
C 0.295 -0.514 -0.073 -0.30
H 0.389 1.415 -1.057 0.15
O -0.802 -0.357 -0.805 0.12
```

(3)
The following is a quantum chemistry calculation of a structure of composition H26K3O17P in a non-equilibrium geometry, from the Open Molecules 2025 dataset.

Output
Energy above the lowest of the compared OMol25 structures with the same formula, charge and spin = 71.5 kJ/mol
Orbital gap = 9.40 eV
LUMO = -0.0227 Ha
E_tot = -3436.22903 a.u.

Structure (XYZ):
```
47
Properties=species:S:1:pos:R:3:lowdin_charge:R:1
O 3.132 -2.040 -1.769 -0.10
O -3.227 0.749 -1.517 -0.08
H 0.212 -3.716 -2.619 0.05
H 0.473 -1.262 2.561 0.00
O 0.047 1.321 -1.005 -0.51
O 0.039 3.194 0.854 -0.08
O 0.517 -1.117 -1.189 -0.45
O -2.363 -2.728 -0.467 -0.10
H 1.559 3.380 -2.892 0.05
H -0.320 0.812 4.074 0.05
H 0.259 -3.022 1.374 0.00
O 2.328 2.030 1.789 -0.10
H 2.859 -1.920 0.161 -0.01
H -2.849 1.617 -1.323 -0.02
H 0.065 2.481 0.143 0.00
O 0.472 -2.119 3.027 -0.08
K 2.719 0.696 -1.072 0.94
H -2.432 1.889 2.140 0.01
H -1.558 -3.177 -0.735 0.00
H 2.180 -1.896 -1.673 -0.03
H 0.420 -2.239 -2.240 -0.06
P -0.012 -0.033 -0.196 0.16
O 0.848 2.782 -3.144 -0.09
O 0.780 0.110 1.143 -0.41
H 1.661 2.693 1.560 -0.01
O 0.577 -2.891 -2.955 -0.08
K -2.500 -1.537 2.413 0.93
H 0.314 -2.586 -0.092 -0.03
H -0.815 3.089 1.287 0.04
H 1.865 1.188 1.722 -0.05
H -2.101 -1.789 -0.378 -0.04
O 2.865 -1.415 0.979 -0.08
H 0.545 2.394 -2.308 -0.05
H 1.407 -2.344 3.116 0.07
O -1.880 3.077 -1.346 -0.07
O 0.221 -3.366 0.470 -0.06
H -2.744 0.134 -0.947 -0.02
H 2.046 -0.891 0.951 -0.07
H -1.187 2.417 -1.155 -0.04
O -2.964 1.511 1.427 -0.08
O -0.626 1.238 3.265 -0.06
K -0.631 0.284 -3.460 0.94
O -1.438 -0.380 0.318 -0.47
H 3.246 -2.290 -2.691 0.06
H -2.330 0.999 0.896 -0.04
H -0.170 0.761 2.544 -0.01
H -1.513 3.913 -1.043 0.06
```

(4)
The following is a quantum chemistry calculation of a structure of composition C25H21HoN6O6 in a non-equilibrium geometry, from the Open Molecules 2025 dataset.

Output
2S+1 = 5
Orbital gap (spin up / spin down) = 9.13 / 9.13 eV
⟨S²⟩ = 6.004
LUMO (spin up / spin down) = 0.0013 / 0.0015 Ha
E_tot = -2693.44588 a.u.

Structure (XYZ):
```
59
Properties=species:S:1:pos:R:3:lowdin_charge:R:1
O 10.613 8.421 12.653 -0.24
H 6.126 8.600 8.805 0.13
H 12.886 5.465 14.768 0.13
C 12.073 5.237 14.051 0.00
H 15.632 7.090 10.550 0.13
C 10.929 4.540 14.431 -0.04
C 15.418 9.308 7.183 -0.06
C 6.899 8.690 12.188 0.02
O 10.172 8.215 8.591 -0.22
C 11.177 5.971 7.335 -0.13
H 10.093 6.182 7.322 0.11
H 11.565 6.447 5.243 0.13
H 13.148 4.643 10.703 0.13
C 6.662 8.470 9.783 0.03
O 12.823 9.880 11.284 -0.21
C 8.316 8.545 12.001 -0.13
H 5.005 8.621 11.177 0.09
C 10.061 4.989 12.230 -0.10
H 14.654 5.178 10.023 0.12
H 13.969 5.970 5.435 0.12
C 14.495 8.213 9.127 -0.24
C 13.040 5.484 8.703 -0.26
N 13.227 8.564 8.775 0.05
C 14.121 9.646 6.827 -0.05
N 8.784 8.265 10.750 0.06
N 11.198 5.593 11.841 0.06
O 11.060 10.399 10.154 -0.25
C 8.051 8.255 9.691 -0.19
N 11.709 5.744 8.535 0.09
C 15.627 8.644 8.365 -0.01
N 12.166 10.791 10.747 -0.15
Ho 11.310 8.093 10.493 1.63
C 11.975 6.053 6.201 -0.04
C 8.894 8.234 8.390 -0.58
C 9.923 4.448 13.485 -0.06
H 9.072 3.849 13.696 0.10
C 13.821 5.391 7.540 -0.05
H 9.265 4.871 11.575 0.10
H 13.938 10.289 5.937 0.13
H 14.199 6.023 12.727 0.13
H 13.318 7.522 12.864 0.15
C 13.373 6.568 12.288 -0.16
H 12.035 9.525 7.436 0.13
H 16.629 8.443 8.692 0.11
C 14.673 7.653 10.517 -0.09
H 10.918 4.152 15.469 0.12
H 14.867 5.079 7.668 0.12
C 9.334 8.536 13.106 -0.55
N 13.452 6.747 10.817 -0.21
H 16.248 9.550 6.531 0.11
H 6.569 8.852 13.232 0.13
C 12.177 5.771 12.734 -0.28
O 8.256 8.228 7.363 0.07
H 14.700 8.462 11.313 0.14
C 13.338 5.758 6.325 -0.08
C 13.588 5.436 10.091 -0.11
O 9.029 8.604 14.267 0.08
C 6.058 8.595 11.073 -0.03
C 13.089 9.249 7.633 -0.12
```

(5)
The following is a quantum chemistry calculation of a cluster of 4 separate species, C8H17FN9O5 in total in a non-equilibrium geometry, from the Open Molecules 2025 dataset.

Output
Energy above the lowest of the compared OMol25 structures with the same formula, charge and spin = 227.3 kJ/mol
Total charge = +1
Orbital gap = 6.11 eV
LUMO = -0.2043 Ha
E_tot = -1283.55045 a.u.

Structure (XYZ):
```
40
Properties=species:S:1:pos:R:3:lowdin_charge:R:1
C 2.084 -0.761 1.091 0.15
H -0.115 -1.387 -1.971 0.16
H -4.334 1.447 -2.186 0.11
N 2.220 -0.494 -5.131 0.15
C 2.532 -0.462 -0.352 -0.14
H -4.517 0.128 -3.295 0.12
O -0.815 1.093 3.868 -0.02
C -0.174 -1.543 0.107 0.13
C 0.151 -1.609 2.878 -0.14
N -1.990 0.858 -1.485 0.16
H -2.867 3.388 4.664 0.11
N -2.491 2.576 4.209 0.17
H 1.782 -0.333 -4.243 0.06
F 3.801 0.084 -0.652 0.06
H -0.240 -0.614 3.324 0.10
C -2.712 0.152 -2.387 -0.68
N -1.910 -2.222 3.782 -0.01
H 3.885 -0.221 -3.274 0.06
N 0.486 -1.211 -1.127 0.00
O -2.892 -2.024 3.137 0.09
C 0.680 -1.320 1.410 0.00
H -3.061 2.085 3.540 0.11
H -1.247 -1.947 0.156 0.17
N -3.953 0.630 -2.629 0.17
H 1.642 -0.617 -5.947 0.11
H -0.864 3.601 5.823 0.11
N 1.667 -0.717 -1.413 0.14
H -2.326 1.680 -1.015 0.11
H 2.820 -0.556 1.941 0.14
C 3.563 -0.557 -5.310 -0.70
O -2.265 -0.848 -2.940 0.01
H 0.403 2.452 5.544 0.11
N 4.289 -0.383 -4.178 0.15
N -0.527 2.784 5.346 0.17
H 5.292 -0.422 -4.265 0.11
O -0.886 -2.616 2.938 -0.13
O 4.075 -0.752 -6.398 0.04
H -1.066 0.520 -1.282 0.06
C -1.250 2.089 4.439 -0.66
H 1.050 -1.917 3.507 0.15
```

(6)
The following is a quantum chemistry calculation of a cluster of 5 separate species, C21H35BClFO12 in total, from the Open Molecules 2025 dataset.

Output
SMILES = CCCCB([C@H](Cl)CC)[C@@H](C)F.O=C1OCCO1.O=C1OCCO1.O=C1OCCO1.O=C1OCCO1
Orbital gap = 10.53 eV
LUMO = 0.0175 Ha
E_tot = -2309.03467 a.u.

Structure (XYZ):
```
71
Properties=species:S:1:pos:R:3:lowdin_charge:R:1
C -0.531 0.632 -2.751 -0.25
H 1.143 -1.341 7.681 0.13
O 1.578 -1.747 -1.196 0.00
O -1.544 -2.903 6.861 0.06
O -3.743 -3.970 1.138 0.06
H -0.036 -0.438 3.661 0.07
C 0.253 0.376 2.996 -0.02
H -0.002 2.737 -3.025 0.07
H -1.552 2.279 -3.729 0.08
B 0.323 1.018 0.450 -0.33
O -2.455 -5.108 2.542 0.06
H 2.473 4.237 1.863 0.08
H -0.956 -0.160 -3.376 0.11
H 3.455 -1.228 -1.860 0.12
O 0.833 4.391 -6.576 0.06
Cl 3.028 0.167 0.864 0.67
H -1.625 2.006 0.236 0.11
H -0.991 -3.860 1.789 0.12
H -1.298 -0.339 -1.004 0.10
H 3.295 2.874 -0.062 0.11
H 0.334 -3.606 7.325 0.13
O -0.670 3.126 -7.611 0.06
H 1.927 1.052 -0.983 0.09
C -0.066 -0.019 1.558 -0.28
C -2.987 -2.979 1.855 -0.10
H -0.320 1.260 3.284 0.09
H 0.423 -0.973 1.331 0.11
O 1.168 2.169 -6.729 0.16
C 0.064 -1.464 7.652 -0.11
H 0.502 0.327 -2.547 0.08
C 2.270 2.747 0.290 -0.28
C 1.834 1.296 0.081 -0.55
C -1.859 -3.803 2.447 -0.10
H -0.281 6.118 -6.503 0.13
C -0.404 -2.910 7.726 -0.11
C 1.677 -2.841 -0.406 -0.58
C -1.432 -1.869 5.999 -0.57
O 1.086 -2.976 0.617 0.15
H -0.038 1.792 -4.507 0.05
H -2.660 -2.208 1.170 0.11
C -0.530 1.934 -3.544 -0.09
H -3.622 -2.544 2.629 0.13
H 2.260 -3.823 -2.974 0.13
H 2.721 2.571 2.402 0.06
C -0.077 5.306 -7.195 -0.11
C -3.478 -5.184 1.664 -0.58
C -1.275 4.417 -7.489 -0.11
C 0.511 3.132 -6.952 -0.58
C -1.314 0.665 -1.436 -0.19
O -2.126 -1.695 5.051 0.16
H -0.406 -0.836 8.409 0.13
C 2.893 -3.301 -2.256 -0.10
O 2.536 -3.732 -0.936 0.07
O -4.068 -6.183 1.397 0.15
C 2.133 3.208 1.738 -0.10
H -2.366 0.872 -1.658 0.12
C 2.597 -1.810 -2.201 -0.12
H -1.985 4.392 -6.661 0.13
H 2.204 -1.395 -3.125 0.13
F -1.465 -0.299 1.520 -0.06
H 1.091 3.156 2.068 0.08
H 1.631 3.363 -0.351 0.11
H -0.718 -3.228 8.716 0.13
O -0.411 -1.060 6.363 0.05
H -1.562 -3.477 3.437 0.11
H 0.383 5.695 -8.105 0.13
H 1.316 0.579 3.126 0.06
C -0.792 1.705 -0.407 -0.09
H 3.937 -3.544 -2.431 0.13
H -1.790 4.652 -8.415 0.13
H -0.448 2.599 -0.934 0.09
```